No. 1
# C32H68BO16PtS8

A structure of composition C32H68BO16PtS8 in a non-equilibrium geometry (ωB97M-V/def2-TZVPD, OMol25).

Geometry as ORCA input:
```
! wB97M-V def2-TZVPD RIJCOSX def2/J DEFGRID3
* xyz 1 3
Pt 0.24 0.36 -0.32
B 2.29 -0.55 -0.94
H 2.80 0.27 -0.44
H 1.64 -0.22 -1.73
H 2.98 -1.24 -1.39
H 1.65 -1.04 -0.22
C 1.00 -3.61 -3.14
C -0.20 -3.72 -4.06
C -1.14 -2.60 -3.68
S -1.13 -2.61 -1.85
O -2.21 -3.50 -1.42
O -0.85 -1.30 -1.32
C 0.43 -3.56 -1.69
H 1.58 -2.72 -3.36
H 1.64 -4.48 -3.31
H -0.62 -4.71 -3.89
H 0.07 -3.69 -5.12
H -2.07 -2.41 -4.23
H -0.61 -1.70 -3.99
H 0.29 -4.53 -1.21
H 1.06 -3.04 -0.96
C 0.18 3.78 -5.38
C 1.52 3.16 -5.07
C 1.33 1.69 -4.70
S -0.31 1.58 -3.86
O -0.06 1.33 -2.44
O -1.15 0.68 -4.67
C -0.81 3.38 -4.25
H -0.19 3.32 -6.29
H 0.26 4.82 -5.69
H 1.93 3.72 -4.23
H 2.24 3.21 -5.88
H 2.14 1.33 -4.06
H 1.37 1.09 -5.61
H -0.81 4.00 -3.35
H -1.82 3.31 -4.63
C -3.57 4.43 0.78
C -4.06 3.86 2.13
C -3.24 2.57 2.28
S -1.58 2.87 1.60
O -1.20 1.77 0.70
O -0.60 3.34 2.61
C -2.00 4.31 0.57
H -3.85 5.48 0.74
H -4.08 3.89 -0.01
H -5.14 3.77 2.06
H -3.73 4.60 2.86
H -3.73 1.87 1.61
H -3.20 2.07 3.25
H -1.70 4.17 -0.47
H -1.30 5.05 0.95
C 2.03 -6.67 3.54
C 2.10 -5.50 4.50
C 2.99 -4.48 3.93
S 2.48 -4.43 2.12
O 3.71 -4.28 1.38
O 1.49 -3.38 2.13
C 1.76 -6.18 2.10
H 1.27 -7.41 3.78
H 2.96 -7.24 3.63
H 2.37 -5.75 5.53
H 1.11 -5.06 4.65
H 4.02 -4.83 4.02
H 2.98 -3.50 4.42
H 2.18 -6.82 1.33
H 0.69 -6.07 1.90
C -1.89 -3.95 2.11
C -3.30 -3.65 1.63
C -3.33 -2.09 1.24
S -1.80 -1.34 2.14
O -2.20 -0.24 2.99
O -0.75 -1.12 1.17
C -1.43 -2.82 3.10
H -1.23 -3.91 1.24
H -1.81 -5.01 2.38
H -4.07 -3.76 2.40
H -3.61 -4.35 0.86
H -4.12 -1.54 1.76
H -3.50 -1.93 0.18
H -2.09 -2.88 3.96
H -0.40 -2.78 3.44
C 4.69 4.16 0.13
C 3.85 4.65 1.27
C 2.34 4.49 0.93
S 2.19 3.53 -0.62
O 1.95 4.44 -1.76
O 1.39 2.33 -0.35
C 3.97 2.99 -0.54
H 5.66 3.71 0.34
H 4.85 5.02 -0.52
H 4.06 5.70 1.49
H 3.98 4.04 2.17
H 1.72 5.39 0.86
H 1.90 3.78 1.62
H 4.33 2.72 -1.53
H 3.86 2.14 0.13
C -4.86 0.41 -3.79
C -5.85 1.25 -2.95
C -4.97 2.05 -2.02
S -3.67 0.85 -1.55
O -3.95 0.35 -0.19
O -2.44 1.54 -1.95
C -4.09 -0.40 -2.72
H -4.23 1.10 -4.34
H -5.45 -0.14 -4.53
H -6.58 0.75 -2.32
H -6.44 1.85 -3.65
H -5.55 2.39 -1.16
H -4.56 2.94 -2.49
H -4.76 -1.08 -2.19
H -3.21 -0.94 -3.06
C 4.18 1.30 4.03
C 4.32 -0.25 3.94
C 3.39 -0.63 2.75
S 1.83 0.28 3.02
O 0.96 -0.52 3.89
O 1.22 0.73 1.74
C 2.74 1.67 3.89
H 4.82 1.80 3.30
H 4.68 1.50 4.97
H 4.15 -0.73 4.90
H 5.35 -0.44 3.66
H 3.26 -1.70 2.60
H 3.83 -0.28 1.82
H 2.13 1.89 4.76
H 2.73 2.49 3.17
*
```

## Properties
HOMO level (alpha / beta)	-10.27 / -10.16	eV
F_max	0.0904	Eh/bohr


No. 2
# C32H68GaO8

A structure of composition C32H68GaO8 (ωB97M-V/def2-TZVPD, OMol25).

Geometry as ORCA input:
```
! wB97M-V def2-TZVPD RIJCOSX def2/J DEFGRID3
* xyz -1 1
C -4.34 -7.50 -5.69
C -2.85 -7.69 -6.02
C -1.98 -6.56 -5.44
C -0.94 -7.01 -4.39
C -1.14 -6.39 -2.99
C -0.17 -5.25 -2.63
C 1.32 -5.54 -2.75
C 2.13 -4.24 -2.85
C 2.13 -3.62 -4.27
C 1.34 -2.32 -4.40
C 1.85 -1.21 -3.46
C 1.84 0.19 -4.10
C 0.57 1.02 -3.82
C 0.72 2.07 -2.72
C 0.91 1.52 -1.30
C -0.39 1.61 -0.47
Ga -0.63 3.42 0.48
H -4.93 -8.38 -5.94
H -4.43 -7.27 -4.63
H -4.71 -6.63 -6.22
H -2.75 -7.69 -7.11
H -2.51 -8.68 -5.69
H -1.49 -6.06 -6.27
H -2.65 -5.82 -4.99
H 0.07 -6.87 -4.78
H -1.06 -8.09 -4.28
H -2.14 -5.97 -2.97
H -1.09 -7.17 -2.23
H -0.43 -4.34 -3.18
H -0.35 -5.01 -1.58
H 1.66 -6.06 -1.85
H 1.57 -6.19 -3.59
H 3.15 -4.40 -2.49
H 1.68 -3.53 -2.15
H 3.16 -3.39 -4.53
H 1.75 -4.37 -4.96
H 0.28 -2.49 -4.20
H 1.41 -2.00 -5.44
H 1.27 -1.23 -2.54
H 2.88 -1.46 -3.19
H 2.70 0.75 -3.72
H 1.95 0.09 -5.18
H 0.32 1.55 -4.74
H -0.28 0.36 -3.61
H -0.13 2.76 -2.73
H 1.60 2.68 -2.98
H 1.66 2.13 -0.80
H 1.26 0.48 -1.35
H -1.27 1.39 -1.09
H -0.33 0.86 0.33
H -1.23 4.57 -0.49
H -1.70 3.19 1.69
H 0.80 3.84 1.05
O 1.74 2.52 2.98
C 2.82 2.01 3.01
O 3.92 2.77 2.75
C 5.24 2.30 2.95
C 5.77 1.57 1.73
C 3.00 0.52 3.21
H 5.31 1.68 3.85
H 5.84 3.19 3.14
H 5.19 0.68 1.51
H 6.81 1.28 1.88
H 5.71 2.22 0.85
H 2.95 0.03 2.24
H 2.17 0.17 3.81
H 3.92 0.24 3.71
O 2.27 3.52 7.63
C 1.56 4.30 7.05
O 1.15 5.40 7.73
C 0.44 6.47 7.08
C -1.06 6.24 7.09
C 1.07 4.07 5.65
H 0.81 6.64 6.08
H 0.67 7.36 7.66
H -1.33 5.35 6.52
H -1.57 7.10 6.66
H -1.41 6.09 8.11
H 0.14 3.52 5.67
H 1.81 3.48 5.12
H 0.93 4.98 5.07
O -0.30 9.59 5.36
C 0.75 9.78 4.82
O 1.51 8.73 4.47
C 2.67 8.82 3.64
C 3.92 9.13 4.43
C 1.29 11.18 4.59
H 2.50 9.54 2.83
H 2.75 7.84 3.17
H 3.85 10.11 4.92
H 4.79 9.13 3.78
H 4.06 8.39 5.21
H 1.86 11.48 5.47
H 0.44 11.85 4.48
H 1.91 11.28 3.70
O -4.28 -5.75 -2.45
C -5.38 -5.79 -1.97
O -5.49 -6.10 -0.66
C -6.72 -5.97 0.06
C -7.58 -7.21 -0.05
C -6.63 -5.60 -2.80
H -7.26 -5.07 -0.25
H -6.42 -5.81 1.09
H -7.89 -7.40 -1.07
H -8.47 -7.11 0.57
H -7.01 -8.08 0.29
H -6.93 -6.57 -3.20
H -6.38 -4.95 -3.63
H -7.46 -5.16 -2.26
*
```

## Properties
HOMO level	-4.11	eV
F_max	0.0143	Eh/bohr


No. 3
# C32H69N16O33

A cluster of 15 separate species, C32H69N16O33 in total in a non-equilibrium geometry (ωB97M-V/def2-TZVPD, OMol25).

Geometry as ORCA input:
```
! wB97M-V def2-TZVPD RIJCOSX def2/J DEFGRID3
* xyz -1 1
C 9.34 -3.46 -1.04
C 8.88 -3.58 -2.56
O 7.71 -4.39 -2.73
C 6.50 -3.60 -2.80
C 5.85 -3.52 -1.36
O 4.45 -3.81 -1.38
C 3.75 -2.67 -0.78
N 2.34 -2.92 -0.59
C 1.48 -1.83 -1.13
C 0.00 -2.26 -0.68
C -0.87 -2.86 -1.82
C -1.57 -2.09 -2.85
C -2.35 -2.81 -3.85
C -2.49 -4.26 -3.84
C -1.82 -5.05 -2.79
C -1.98 -6.61 -2.72
C -1.02 -4.32 -1.83
C 1.63 -1.95 -2.72
O 1.87 -3.07 -3.19
O 1.55 -0.94 -3.52
N 1.92 -0.53 -0.58
C 1.10 0.63 -1.01
C 1.94 -0.49 0.87
C 0.70 -0.24 1.80
O 3.01 -0.61 1.44
H 10.46 -3.45 -0.96
H 8.91 -2.52 -0.62
H 8.99 -4.37 -0.49
H 9.72 -4.13 -3.08
H 8.83 -2.57 -3.04
H 6.70 -2.59 -3.24
H 5.84 -4.12 -3.55
H 6.37 -4.32 -0.75
H 6.07 -2.49 -0.97
H 4.21 -2.54 0.24
H 3.99 -1.79 -1.43
H 2.09 -3.14 0.37
H 0.01 -3.02 0.15
H -0.58 -1.38 -0.27
H -1.46 -0.99 -2.82
H -2.89 -2.26 -4.66
H -3.08 -4.83 -4.58
H -2.66 -7.00 -3.53
H -2.53 -6.82 -1.76
H -0.99 -7.12 -2.69
H -0.51 -4.91 -1.03
H 1.05 1.46 -0.26
H 0.06 0.39 -1.35
H 1.62 1.07 -1.91
H -0.12 0.35 1.34
H 0.96 0.27 2.77
H 0.24 -1.24 2.06
C 1.61 1.34 6.56
N 1.00 2.10 5.43
O 0.27 1.49 4.67
O 1.29 3.28 5.34
H 1.27 0.31 6.51
H 2.69 1.39 6.45
H 1.28 1.81 7.48
C -5.18 -0.26 -7.60
N -4.40 -0.58 -6.37
O -3.29 -1.05 -6.52
O -4.93 -0.34 -5.30
H -4.59 -0.52 -8.47
H -6.10 -0.85 -7.56
H -5.40 0.80 -7.58
C 1.35 3.95 10.10
N 1.98 2.61 10.28
O 1.67 1.74 9.49
O 2.75 2.49 11.20
H 0.68 3.91 9.24
H 0.80 4.18 11.00
H 2.15 4.67 9.93
C 3.04 0.71 -5.84
N 4.10 1.33 -6.67
O 3.90 2.46 -7.11
O 5.11 0.67 -6.87
H 2.21 1.41 -5.76
H 2.72 -0.20 -6.34
H 3.46 0.50 -4.86
C 3.12 -2.79 8.68
N 2.69 -1.89 7.57
O 3.56 -1.44 6.85
O 1.50 -1.67 7.47
H 4.20 -2.89 8.65
H 2.81 -2.33 9.61
H 2.63 -3.75 8.53
C -2.96 4.32 12.21
N -1.52 4.24 11.83
O -0.95 3.18 12.02
O -1.02 5.24 11.35
H -3.26 3.36 12.62
H -3.06 5.11 12.95
H -3.52 4.55 11.31
C -7.58 2.09 -10.99
N -6.79 1.77 -9.77
O -5.68 1.30 -9.93
O -7.32 2.02 -8.71
H -7.00 1.83 -11.87
H -8.50 1.50 -10.95
H -7.80 3.16 -10.98
C 5.09 1.25 2.59
N 5.91 2.44 2.93
O 6.23 2.59 4.09
O 6.19 3.19 2.01
H 4.91 0.67 3.49
H 4.15 1.59 2.16
H 5.65 0.66 1.87
C 2.22 5.01 2.66
N 1.61 5.76 1.53
O 0.88 5.15 0.78
O 1.90 6.94 1.44
H 1.88 3.97 2.61
H 3.30 5.06 2.55
H 1.89 5.48 3.58
C 3.64 -3.51 13.40
N 2.88 -3.54 12.13
O 3.51 -3.65 11.09
O 1.67 -3.46 12.21
H 4.70 -3.60 13.17
H 3.43 -2.57 13.89
H 3.31 -4.36 14.00
C -8.64 4.75 -6.55
N -9.42 4.73 -7.82
O -8.80 4.62 -8.86
O -10.63 4.83 -7.72
H -7.59 4.65 -6.79
H -8.84 5.70 -6.06
H -8.98 3.91 -5.95
C -10.62 9.02 -5.40
N -9.24 8.58 -5.75
O -8.87 7.50 -5.33
O -8.58 9.34 -6.43
H -11.08 8.25 -4.80
H -10.53 9.95 -4.85
H -11.16 9.16 -6.33
C -10.71 0.49 -5.19
N -10.46 1.71 -4.39
O -11.39 2.16 -3.74
O -9.34 2.18 -4.44
H -11.74 0.18 -5.06
H -10.51 0.73 -6.23
H -10.03 -0.28 -4.84
C 5.95 -6.83 -2.04
N 6.53 -8.19 -1.87
O 6.15 -9.07 -2.63
O 7.33 -8.34 -0.97
H 5.25 -6.86 -2.87
H 5.44 -6.57 -1.12
H 6.78 -6.15 -2.25
*
```

## Properties
HOMO level	-4.42	eV
F_max	0.0765	Eh/bohr